(1)
C5H7NO2 | ωB97M-V/def2-TZVPD

Properties
Energy above the lowest of the compared OMol25 structures with the same formula, charge and spin: 6.583 eV
Kohn-Sham gap: 9.738 eV
Highest occupied orbital energy: -9.513 eV
E_tot: -10877.034 eV
LUMO level: 0.2 eV

Cartesian coordinates (Å):
C 0.8675 0.5459 -0.3512
C 0.6585 -0.7540 0.5791
C -0.5885 -0.4518 1.1882
C -1.5457 0.0309 -0.0064
C -0.4921 -0.0398 -1.0275
H 0.3325 2.5267 -0.4946
H 1.7754 0.0665 -0.9307
H 1.5078 -1.4368 1.0362
H -0.8394 -1.0529 2.1783
H 0.0354 0.7535 1.4604
H -0.9341 0.1949 -2.0790
H 0.9848 -1.4034 -1.0736
N 0.1015 -1.3477 -0.6743
O 0.8556 1.8009 0.2358
O -2.7192 0.5670 -0.0406

Force components x, y, z for each atom (eV/Å):
C 0.45 -1.97 -0.82
C 0.79 -1.49 -2.50
C -1.35 4.06 6.11
C -3.03 2.37 2.85
C 1.00 0.58 -2.38
H 2.39 -3.30 3.33
H -1.18 2.52 0.18
H -1.81 1.94 -0.59
H -0.09 1.50 -2.38
H -3.63 -2.53 1.15
H 1.42 -0.55 1.61
H 1.46 -0.95 -2.83
N -0.61 -2.34 -0.19
O -1.38 3.06 -3.68
O 5.56 -2.90 0.13

natural (NBO) population analysis, charges in e, atoms 1 to 6: 0.097, -0.123, -0.552, 0.593, -0.236, 0.506

---

(2)
C5H7NO2 | ωB97M-V/def2-TZVPD

Properties
Energy above the lowest of the compared OMol25 structures with the same formula, charge and spin: 5.297 eV
Kohn-Sham gap: 10.064 eV
Highest occupied orbital energy: -9.772 eV
E_tot: -10878.321 eV
LUMO level: 0.3 eV

Cartesian coordinates (Å):
C 0.7995 0.1455 1.6448
C 0.3776 0.0667 0.2162
C -1.1255 -0.7114 0.0006
C -1.8279 0.4298 -0.5509
C 1.4983 -0.6859 -0.3754
H 0.9003 -0.9109 1.9124
H -0.0925 0.5646 2.0155
H 1.8801 0.7149 1.5061
H -1.6103 -0.9231 0.9411
H -1.1690 -1.7186 -0.3378
H -2.8006 0.4085 -0.8459
H 2.7477 -0.1781 -0.2966
N -1.3550 1.5826 -0.6950
O 0.1374 1.3939 -0.2497
O 1.2749 -1.9568 -0.4555

Force components x, y, z for each atom (eV/Å):
C 2.76 -0.21 -1.57
C -3.18 0.09 -1.49
C 2.71 1.75 1.65
C 0.44 0.16 -0.61
C 1.92 -5.56 -0.09
H 0.36 0.40 0.77
H -0.21 1.25 1.73
H -2.97 -1.05 1.58
H 0.10 0.46 1.12
H 0.41 -0.37 -1.69
H -2.99 -0.40 -0.72
H -3.76 -1.44 -0.70
N 3.52 -0.94 1.00
O -1.27 0.34 -0.66
O 2.15 5.53 -0.34

natural (NBO) population analysis, charges in e, atoms 1 to 6: -0.619, 0.138, -0.487, 0.038, 0.411, 0.225

---

(3)
C5H7NO2 | ωB97M-V/def2-TZVPD

Properties
Energy above the lowest of the compared OMol25 structures with the same formula, charge and spin: 8.246 eV
Kohn-Sham gap: 9.274 eV
Highest occupied orbital energy: -8.517 eV
E_tot: -10875.371 eV
LUMO level: 0.8 eV
SMILES: C[C@@]12C[C@H]1OC=NO2

Cartesian coordinates (Å):
C -1.7958 0.7542 0.1135
C -0.3157 0.5868 -0.5052
C 0.6255 1.7759 -0.5356
C 1.0366 0.5231 0.2475
O 0.8631 -0.3449 1.4085
C 0.2005 -1.4956 0.8756
N -0.1993 -1.6144 -0.3961
O -0.1302 -0.4422 -1.1937
H -2.4947 0.9596 -0.8659
H -1.7287 1.5265 0.8848
H -2.4073 -0.2836 0.2341
H 0.2209 2.7040 -0.2601
H 1.5002 2.0808 -1.2970
H 1.6955 0.0772 -0.5303
H 0.2398 -2.3340 1.7146

Force components x, y, z for each atom (eV/Å):
C -0.80 -1.81 -3.70
C 0.20 4.44 4.10
C 2.33 0.40 -1.11
C -0.66 0.17 0.77
O -0.58 0.12 -1.02
C 0.97 0.58 -1.01
N 1.09 -0.86 3.79
O -1.97 -6.67 -6.58
H 1.86 0.81 2.26
H -0.95 -0.43 -0.08
H 2.24 2.23 1.05
H -0.82 0.87 1.15
H -2.27 -1.28 1.30
H -0.11 -0.24 1.59
H -0.53 1.67 -2.50

natural (NBO) population analysis, charges in e, atoms 1 to 6: -0.682, 0.213, -0.405, 0.023, -0.485, 0.295

---

(4)
C5H7NO2 | ωB97M-V/def2-TZVPD

Properties
Energy above the lowest of the compared OMol25 structures with the same formula, charge and spin: 6.493 eV
Kohn-Sham gap: 9.835 eV
Highest occupied orbital energy: -8.865 eV
E_tot: -10877.124 eV
LUMO level: 1.0 eV
SMILES: C=NO[C@H]1CC=CO1

Cartesian coordinates (Å):
C -1.3602 1.1454 2.2213
N -0.4164 0.6378 1.5365
O -0.4264 0.8828 0.2921
C 0.9179 0.5902 -0.2191
C 0.7521 -1.0213 -0.1424
C 0.0183 -1.2981 -1.3420
C 0.0389 -0.2202 -2.1569
O 0.7687 0.7677 -1.4809
H -2.3218 1.5459 1.6535
H -1.4932 1.2861 3.3118
H 1.7237 1.0222 0.5272
H 1.7481 -1.4436 -0.2248
H 0.3668 -1.2944 1.0308
H -0.3781 -2.3246 -1.5350
H 0.0616 -0.2759 -3.4721

Force components x, y, z for each atom (eV/Å):
C -3.33 1.02 -1.29
N 0.18 0.84 5.81
O -0.41 1.89 -2.69
C -1.61 -5.30 4.23
C 1.56 0.86 5.24
C -1.69 -1.05 -1.97
C 1.45 -2.34 -2.16
O 1.16 3.79 -5.75
H 2.09 -0.41 0.84
H 0.94 -1.07 -0.71
H -1.41 -0.27 -2.39
H 0.32 -0.58 0.04
H 0.82 0.53 -3.65
H 0.37 1.26 -0.22
H -0.44 0.83 4.66

natural (NBO) population analysis, charges in e, atoms 1 to 6: -0.158, -0.150, -0.386, 0.373, -0.491, -0.281

---

(5)
C5H7NO2 | ωB97M-V/def2-TZVPD

Properties
Energy above the lowest of the compared OMol25 structures with the same formula, charge and spin: 2.510 eV
Kohn-Sham gap: 9.933 eV
Highest occupied orbital energy: -9.005 eV
E_tot: -10881.107 eV
LUMO level: 0.9 eV
SMILES: C=CO/C=C\NC=O

Cartesian coordinates (Å):
C -1.2318 1.4616 0.4516
C -1.4567 0.9185 -0.7379
O -1.6594 -0.4064 -0.9123
C -1.0456 -1.3116 -0.0121
C 0.2574 -1.2845 0.2136
N 1.1289 -0.3635 -0.3812
C 2.4257 -0.2537 -0.0417
O 3.1082 0.6579 -0.4050
H -1.0661 2.4582 0.6760
H -0.9288 0.8649 1.2845
H -1.6231 1.6570 -1.4812
H -1.8533 -1.9525 0.4756
H 0.7389 -1.8843 0.9325
H 0.5531 0.4963 -0.7396
H 2.6524 -1.0579 0.6773

Force components x, y, z for each atom (eV/Å):
C 0.93 -1.59 0.39
C -0.63 1.02 2.30
O 0.60 -0.76 -0.82
C -2.18 0.01 0.23
C 0.34 0.61 -0.45
N -3.68 1.58 -1.09
C -0.71 0.18 0.55
O 1.12 0.26 -0.05
H -0.03 2.04 -0.42
H -0.32 -0.66 0.49
H -0.42 -0.48 -1.63
H 1.74 0.76 -0.65
H 0.12 -1.08 0.72
H 2.26 -1.81 0.54
H 0.88 -0.07 -0.12

natural (NBO) population analysis, charges in e, atoms 1 to 6: -0.483, 0.097, -0.501, 0.047, -0.071, -0.634

---

(6)
C5H7NO2 | ωB97M-V/def2-TZVPD

Properties
Energy above the lowest of the compared OMol25 structures with the same formula, charge and spin: 5.249 eV
Kohn-Sham gap: 9.590 eV
Highest occupied orbital energy: -9.222 eV
E_tot: -10878.368 eV
LUMO level: 0.4 eV
SMILES: O=C1CN[C@H]1[C@@H]1CO1

Cartesian coordinates (Å):
O 2.5835 0.9395 -0.1718
C 1.4970 0.4005 -0.5182
C 0.8286 -0.1433 -1.7435
N -0.4823 0.6228 -1.1616
C 0.2523 0.8971 0.2177
C -0.4177 0.1542 1.3384
C -0.8769 -1.2130 1.2386
O -1.7889 -0.2043 1.0897
H 0.5917 -1.1970 -1.6433
H 0.7324 0.1050 -2.8671
H -1.3762 0.2060 -1.1638
H 0.4481 2.0427 0.5331
H -0.1183 0.7444 2.1793
H -0.6061 -1.8416 0.4413
H -1.2673 -1.5129 2.2312

Force components x, y, z for each atom (eV/Å):
O -2.66 -3.01 -2.19
C 3.92 4.60 2.58
C -4.85 0.60 -0.84
N 4.20 1.46 0.60
C -1.52 0.19 -2.84
C 0.50 1.08 -0.97
C -0.25 -0.46 3.75
O -1.10 3.07 -1.51
H 0.50 -0.45 0.06
H 1.79 -0.07 1.85
H -0.82 -0.98 0.45
H -0.77 -2.57 -0.99
H -0.69 -0.71 1.47
H 0.08 -0.90 -0.92
H 1.67 -1.84 -0.51

natural (NBO) population analysis, charges in e, atoms 1 to 6: -0.502, 0.553, -0.358, -0.630, -0.150, 0.010

---

(7)
C5H7NO2 | ωB97M-V/def2-TZVPD

Properties
Energy above the lowest of the compared OMol25 structures with the same formula, charge and spin: 4.634 eV
Kohn-Sham gap: 10.599 eV
Highest occupied orbital energy: -9.710 eV
E_tot: -10878.983 eV
LUMO level: 0.9 eV

Cartesian coordinates (Å):
C -1.2319 0.2303 -0.1215
C -0.1338 0.4684 0.9967
C -0.0821 0.5933 -0.9890
C 0.9308 -0.5801 -0.6884
C 0.7368 -0.7112 0.7924
H -1.2481 -1.5409 -0.1246
H -2.0504 1.0745 -0.2552
H -0.4849 0.7623 2.0060
H 1.4171 1.4177 0.1028
H -0.0497 1.0950 -1.9526
H 1.7823 -0.8939 -1.3240
H 1.6119 -0.8821 1.5259
N 0.3829 1.5463 0.1169
O -2.0173 -0.8379 0.0160
O 0.4364 -1.7418 -0.1015

Force components x, y, z for each atom (eV/Å):
C -3.17 5.08 1.82
C -3.36 0.94 0.91
C 2.84 -0.43 -0.62
C 1.18 0.13 -1.36
C 4.66 0.65 0.91
H -2.66 0.58 0.59
H 2.14 -0.77 0.81
H 0.56 -0.34 -0.50
H -0.65 0.84 0.19
H -0.42 -0.58 -0.32
H -0.18 1.11 0.60
H -1.51 -0.02 -1.35
N 0.89 -0.88 -0.59
O 2.20 -4.45 -1.50
O -2.53 -1.87 0.42

natural (NBO) population analysis, charges in e, atoms 1 to 6: 0.107, -0.158, -0.138, 0.019, 0.018, 0.483

---

(8)
C5H7NO2 | ωB97M-V/def2-TZVPD

Properties
Energy above the lowest of the compared OMol25 structures with the same formula, charge and spin: 5.993 eV
Kohn-Sham gap (spin up / spin down): 6.908 / 6.906 eV
Highest occupied orbital energy (spin up / spin down): -8.883 / -8.882 eV
E_tot: -10877.624 eV
LUMO level (spin up / spin down): -2.0 / -2.0 eV

Cartesian coordinates (Å):
C -0.5110 0.8439 1.2970
C -0.2467 -0.5539 0.4689
C 1.4281 0.2213 0.2505
C -1.9566 -0.9989 -1.1303
C 2.0180 0.5050 -0.9524
O 0.6289 1.4618 0.8139
N -0.9150 -0.3746 -0.8030
O -0.2653 -1.6300 1.0859
H -1.4155 1.3770 1.0045
H -0.4331 0.5931 2.3576
H 2.0121 -0.2100 1.0581
H -2.5268 -1.6202 -0.4394
H -2.3121 -0.8830 -2.1510
H 1.4095 0.8538 -1.7725
H 3.0855 0.4147 -1.0880

Force components x, y, z for each atom (eV/Å):
C 0.17 -3.18 -0.86
C -6.26 0.14 2.40
C 1.52 4.72 1.14
C 0.14 0.02 0.53
C -0.83 -0.29 0.65
O 2.98 -1.56 -2.09
N 1.72 -0.09 -0.96
O 1.13 0.59 -0.97
H -0.06 -0.14 0.18
H -0.28 0.24 0.10
H -0.09 0.08 0.00
H 0.11 -0.31 0.00
H -0.25 0.14 0.09
H 0.02 0.70 0.12
H 0.00 -1.06 -0.33

natural (NBO) population analysis, charges in e, atoms 1 to 6: -0.103, 0.544, -0.044, -0.008, -0.175, -0.495

---

(9)
C5H7NO2S | ωB97M-V/def2-TZVPD

Properties
Energy above the lowest of the compared OMol25 structures with the same formula, charge and spin: 3.134 eV
Kohn-Sham gap: 9.231 eV
Highest occupied orbital energy: -9.598 eV
E_tot: -21715.415 eV
LUMO level: -0.4 eV

Cartesian coordinates (Å):
C 2.6303 -1.0929 0.3050
C 2.8721 0.2098 0.4644
C 1.2122 -1.3074 0.4056
C -2.5393 1.3875 -0.4712
C -3.0147 0.5013 -1.2901
N 0.4827 -0.2920 0.4548
O 0.6773 -2.4801 0.3041
O 0.9819 1.7723 1.7513
S 1.3302 1.1744 0.4754
H 3.3014 -1.9554 0.2756
H 3.8911 0.7255 0.2241
H -2.9294 2.3975 -0.4567
H -2.1157 1.1701 0.5342
H -0.2557 -2.5293 0.4516
H -2.9312 -0.5428 -1.3227
H -3.5932 0.8613 -2.1053

Force components x, y, z for each atom (eV/Å):
C 1.11 -0.23 0.84
C 2.89 1.02 -1.05
C -0.80 0.83 -0.71
C -0.22 0.74 3.45
C -0.56 0.28 -1.41
N -1.81 1.98 0.28
O 1.42 -2.92 -0.10
O 0.43 0.76 0.76
S -0.38 -1.67 -0.74
H 0.09 0.62 -0.35
H -1.97 -1.02 0.95
H 0.33 0.26 -0.73
H 0.33 -0.27 -1.11
H -0.99 0.62 0.12
H 0.64 -1.31 0.55
H -0.51 0.33 -0.75

natural (NBO) population analysis, charges in e, atoms 1 to 6: -0.283, -0.382, 0.531, -0.384, -0.377, -0.718